[1]
This record from the Open Molecules 2025 dataset describes an isolated molecule of C2H4N2O2S. The level of theory is ωB97M-V with the def2-TZVPD basis set.

Calculated values
- orbital gap (eV) = 8.7294
- charge = 0
- E_LUMO (eV) = -0.6
- SMILES = NNC(=O)C(O)=S
- DFT total energy (eV) = -20046.439
- ΔE to the lowest compared entry with this formula, charge and spin (kJ/mol) = 293.7

Each line ends with the Löwdin charge.
CARTESIAN COORDINATES (ANGSTROEM)
C: -0.91137 0.73000 -0.13238  -0.39
C: 0.72935 0.47262 0.11605  -0.74
H: -1.40478 -1.40381 1.60010  0.14
H: -0.22264 -1.95528 0.24224  -0.02
H: -2.62684 -0.44856 -0.13341  0.14
H: 2.40016 0.91951 0.77314  0.20
N: -1.29846 -1.77888 0.52344  -0.04
N: -1.59761 -0.47205 -0.15276  -0.06
O: -1.33318 1.88515 -0.40843  0.03
O: 1.40892 1.39983 0.68644  0.01
S: 1.41330 -0.92818 -0.45018  0.75

Cartesian forces, eV/Å:
0.92 1.96 -0.28
-2.47 -1.59 -1.41
1.00 -1.94 -3.06
-3.04 0.45 1.25
0.87 0.72 -0.55
-3.21 1.95 -0.33
1.78 2.85 1.99
-0.93 -0.18 0.46
1.19 -4.16 0.99
3.40 -0.99 0.83
0.49 0.93 0.10

[2]
This record from the Open Molecules 2025 dataset describes a structure of composition C26H21GeN4O9Pt. The level of theory is ωB97M-V with the def2-TZVPD basis set.

Calculated values
- orbital gap (alpha / beta) (eV) = 5.7010 / 3.1269
- charge = +3
- E_LUMO (alpha / beta) (eV) = -11.1 / -13.7
- ⟨S²⟩ = 6.080
- DFT total energy (eV) = -111410.188
- ΔE to the lowest compared entry with this formula, charge and spin (kJ/mol) = 0.0
- spin multiplicity = 5

Each line ends with the Löwdin charge.
CARTESIAN COORDINATES (ANGSTROEM)
Pt: 1.14283 -0.06431 -0.74070  1.29
O: 1.70409 3.01044 -3.27651  0.22
C: 1.27200 1.99589 -2.83842  -0.49
O: 1.90301 1.39367 -1.78122  -0.24
C: -0.07535 1.41162 -3.44867  0.03
C: -0.65746 2.16830 -4.43678  0.07
C: -1.84880 1.92057 -5.00524  -0.05
C: -2.60933 0.79236 -4.66450  0.14
C: -2.11914 -0.06911 -3.66614  0.05
C: -0.81075 0.18582 -3.01708  -0.27
O: -0.43182 -0.56330 -2.14466  -0.04
N: -2.90667 -1.27157 -3.18736  -0.37
O: -3.09699 -2.15354 -3.92602  0.22
O: -3.26644 -1.11911 -2.04767  0.12
N: -2.28893 2.87505 -6.07375  -0.35
O: -2.22005 4.03611 -5.72217  0.16
O: -2.56726 2.42244 -7.13249  0.21
H: -0.15353 3.05601 -4.71649  0.15
H: -3.61763 0.56452 -5.11949  0.19
Ge: 0.06031 2.07364 0.21048  1.06
C: 1.28681 2.13248 1.71157  -0.27
C: 1.06282 1.57246 3.02168  -0.04
C: 2.03773 1.62757 4.01681  0.12
C: 3.42708 2.24242 3.68698  0.14
C: 3.63251 2.87145 2.42878  0.02
C: 2.56012 2.75138 1.49174  -0.02
C: -1.82308 1.80734 0.57438  -0.35
C: -2.66360 2.53060 -0.22523  -0.13
C: -4.09239 2.50966 -0.09089  0.01
C: -4.60543 1.66829 0.92050  -0.02
C: -3.79048 0.95733 1.76347  -0.05
C: -2.43687 0.97145 1.54031  -0.11
H: 0.24355 3.21281 -0.74938  0.04
H: 0.17573 1.01479 3.34156  0.12
H: 1.82140 1.06689 4.91475  0.14
H: 4.24478 2.22483 4.32808  0.11
H: 4.63494 3.22181 2.08201  0.15
H: 2.84568 3.15907 0.49187  0.14
H: -2.32396 3.15518 -1.07129  0.11
H: -4.71275 3.12965 -0.71070  0.12
H: -5.68917 1.73174 1.10473  0.14
H: -4.23062 0.25083 2.43944  0.13
H: -1.85187 0.31061 2.15902  0.09
O: 5.14701 -3.52599 3.45986  -0.08
C: 4.36103 -4.66198 3.02089  -0.18
N: 3.33057 -4.07714 2.15694  0.04
C: 2.04487 -4.60907 2.16583  -0.42
O: 1.68661 -5.63468 2.72897  0.13
C: 1.02679 -3.77136 1.44075  -0.04
C: -0.37765 -4.14840 1.35632  0.13
C: -1.29302 -3.23383 0.77625  0.01
C: -0.85099 -2.00775 0.43405  -0.15
N: 0.44439 -1.66632 0.42718  -0.13
C: 1.32110 -2.47426 1.04455  -0.07
H: 5.96423 -3.17616 3.00877  0.12
H: 3.82021 -4.69400 3.99136  0.15
H: 4.83861 -5.55498 2.53947  0.16
H: 3.78225 -3.59456 1.35295  0.15
H: -0.77738 -5.12627 1.74787  0.17
H: -2.40760 -3.42539 0.70802  0.16
H: -1.54697 -1.27648 0.06471  0.09
H: 2.32092 -2.12752 1.13996  0.10

Cartesian forces, eV/Å:
-0.14 -0.65 0.10
0.18 -0.14 0.19
-1.62 -0.23 -1.14
-0.38 -1.12 0.33
0.02 -0.52 0.63
2.75 0.55 1.82
-2.47 -1.24 -1.25
-1.16 -1.68 0.83
0.17 1.10 -1.48
-0.91 2.86 -2.52
0.81 -2.08 2.25
1.11 2.86 0.30
-0.36 -1.76 -1.35
-0.34 -0.23 1.10
0.73 0.41 1.32
-0.21 -0.28 -0.10
-0.47 -0.48 -0.74
0.55 0.83 -0.36
1.31 0.38 0.35
-2.02 0.06 1.17
0.46 -0.79 2.60
0.01 0.41 -1.20
2.25 0.68 -1.62
-2.72 0.56 -2.27
-1.34 -1.72 0.36
2.32 1.07 -0.24
0.48 -1.14 0.58
-2.44 1.53 -2.16
2.07 -1.30 1.46
-1.53 2.38 -1.04
0.49 -0.76 -0.74
0.97 -0.14 0.46
0.29 0.18 -0.33
0.00 0.47 -0.67
0.44 0.34 0.42
1.03 -0.33 1.57
-1.10 -0.06 0.61
-0.71 -0.39 0.65
0.24 -0.23 0.64
-0.15 0.03 -0.13
0.53 -0.44 -0.17
0.00 0.02 0.55
0.36 -0.05 0.13
1.35 0.31 -0.74
-0.32 2.13 1.36
-0.07 -0.47 -1.04
0.68 -0.96 -0.16
0.59 1.61 -0.44
-2.54 0.68 0.25
0.64 -0.33 -0.14
-1.02 -1.54 1.37
-0.51 0.75 -1.39
0.55 1.69 -0.02
0.28 -1.42 -0.45
-1.24 -1.45 0.08
0.38 -1.89 -0.72
-0.09 0.90 0.95
-1.21 -0.57 0.68
0.90 1.02 -0.46
1.62 0.00 0.15
-0.10 0.21 -0.26
0.64 0.40 0.05

[3]
This record from the Open Molecules 2025 dataset describes an isolated molecule of C5H10O. The level of theory is ωB97M-V with the def2-TZVPD basis set.

Calculated values
- orbital gap (eV) = 10.5525
- charge = 0
- E_LUMO (eV) = 1.0
- SMILES = CC1(C)CCO1
- DFT total energy (eV) = -7393.735
- ΔE to the lowest compared entry with this formula, charge and spin (kJ/mol) = 99.4

Each line ends with the Löwdin charge.
CARTESIAN COORDINATES (ANGSTROEM)
C: -1.10094 -1.17362 -0.08824  -0.02
C: -0.26502 0.09935 -0.07188  -0.56
C: -1.07191 1.38018 0.09053  -0.02
C: 1.02217 -0.02892 0.76728  -0.08
C: 1.70251 -0.23598 -0.58490  -0.18
O: 0.53204 0.19362 -1.29046  -0.10
H: -1.91269 -1.09131 -0.81624  0.08
H: -1.53893 -1.38333 0.89419  0.09
H: -0.47872 -2.02875 -0.37109  0.09
H: -0.56103 2.13641 -0.50837  0.09
H: -1.10722 1.72907 1.12723  0.08
H: -2.09660 1.28376 -0.28194  0.08
H: 1.07809 -0.85692 1.47882  0.11
H: 1.29578 0.90438 1.26511  0.11
H: 1.90846 -1.29088 -0.80261  0.11
H: 2.59401 0.36295 -0.80743  0.11

Cartesian forces, eV/Å:
-0.02 -0.01 -0.03
-0.25 0.04 0.10
0.00 0.04 -0.01
0.05 0.02 0.13
0.34 -0.18 0.01
-0.02 -0.09 -0.13
0.09 0.02 0.04
0.06 0.13 -0.09
-0.05 0.09 0.07
-0.11 0.10 0.14
-0.03 -0.17 -0.07
0.14 -0.04 0.04
-0.09 0.12 -0.10
0.01 -0.10 -0.09
0.13 0.09 0.03
-0.24 -0.06 -0.03

[4]
This record from the Open Molecules 2025 dataset describes a structure of composition C19H20FN4O2RuS2Se2. The level of theory is ωB97M-V with the def2-TZVPD basis set.

Calculated values
- orbital gap (eV) = 6.2545
- charge = -1
- E_LUMO (eV) = 1.8
- DFT total energy (eV) = -187748.256

Each line ends with the Löwdin charge.
CARTESIAN COORDINATES (ANGSTROEM)
Ru: 0.09434 0.69900 0.99854  0.33
S: 2.00266 0.90650 2.11732  0.71
C: 1.51761 1.57110 3.64135  -0.69
C: 2.49684 1.58993 4.68394  -0.29
N: 3.31396 1.58813 5.49551  0.14
C: 0.27292 2.11030 3.80532  -0.71
S: -0.90757 2.09927 2.55250  0.60
C: -0.08424 2.75029 5.03920  -0.28
N: -0.38571 3.27961 6.01525  0.15
O: -1.02187 -0.00637 -4.65535  -0.06
C: -2.26896 0.30799 -4.02861  -0.22
C: -2.07500 0.50382 -2.52392  -0.59
C: -3.43334 0.92156 -1.95070  -0.27
O: -3.82268 2.23412 -2.34140  -0.08
C: -1.01786 1.58905 -2.31733  -0.52
Se: -0.92370 2.33370 -0.51052  0.60
C: -1.61656 -0.81424 -1.90403  -0.51
Se: -1.55407 -1.01395 0.05032  0.76
H: -1.14574 0.04577 -5.60581  0.08
H: -2.98526 -0.50755 -4.19204  0.12
H: -2.68739 1.22938 -4.44724  0.13
H: -3.40031 0.83186 -0.86438  0.07
H: -4.20678 0.24021 -2.31826  0.13
H: -3.36173 2.83844 -1.74460  0.04
H: -1.24004 2.44203 -2.96177  0.06
H: -0.04223 1.20290 -2.60705  0.05
H: -0.64575 -1.08308 -2.32248  0.05
H: -2.31496 -1.60994 -2.18657  0.06
F: -0.59630 -4.22844 4.83582  0.02
C: -0.43554 -3.15343 4.01458  -0.30
C: 0.70202 -3.06840 3.23983  -0.03
C: 0.85546 -1.96897 2.40766  -0.17
C: -0.09906 -0.95197 2.32319  -0.47
C: -1.22679 -1.08295 3.13723  -0.20
C: -1.40325 -2.17888 3.98035  -0.02
H: 1.45528 -3.84389 3.29729  0.11
H: 1.76477 -1.90423 1.82360  0.07
H: -2.00780 -0.33844 3.10527  0.06
H: -2.28680 -2.27159 4.59894  0.11
C: 4.12006 0.42154 -2.72163  -0.02
N: 3.03431 -0.10917 -1.92631  -0.12
C: 2.69787 -1.43478 -1.76849  -0.05
C: 1.65420 -1.46204 -0.89729  -0.14
N: 1.35479 -0.17806 -0.51567  -0.13
C: 2.20176 0.60638 -1.14837  -0.20
H: 4.12484 -0.04912 -3.70322  0.09
H: 5.07917 0.24991 -2.23324  0.09
H: 3.97323 1.49141 -2.84871  0.09
H: 3.20856 -2.21917 -2.29850  0.12
H: 1.05419 -2.28703 -0.55264  0.09
H: 2.21842 1.68150 -1.06690  0.12

Cartesian forces, eV/Å:
-0.26 -0.52 -0.09
-0.04 0.33 0.08
0.06 0.03 0.14
-0.04 -0.01 -0.01
0.00 0.02 -0.01
0.04 -0.06 -0.03
0.10 -0.32 0.07
0.03 0.04 -0.01
-0.01 -0.01 0.00
0.01 0.01 0.00
0.01 -0.01 0.00
0.00 0.02 -0.01
0.01 -0.02 -0.01
0.00 0.01 -0.01
-0.01 -0.01 0.02
0.10 0.06 -0.17
-0.05 -0.06 0.00
-0.11 0.21 0.02
-0.01 -0.01 0.00
0.00 0.00 0.00
0.00 0.00 0.00
0.00 0.00 0.00
0.00 0.00 0.00
0.00 -0.01 0.01
0.00 0.00 0.01
-0.01 -0.01 0.00
-0.01 0.01 0.00
0.00 0.01 -0.01
-0.01 0.00 0.00
0.04 -0.02 -0.01
-0.02 -0.02 0.01
0.08 0.01 -0.02
-0.01 0.25 -0.03
0.02 -0.11 0.01
-0.04 0.05 -0.01
0.00 0.00 0.00
-0.01 -0.01 -0.03
-0.02 0.05 -0.01
0.01 0.00 0.01
0.00 -0.01 -0.02
0.02 -0.02 -0.01
0.00 0.02 -0.06
-0.18 0.02 0.02
0.26 0.14 0.06
-0.05 -0.05 0.01
-0.01 0.00 0.00
0.00 0.00 0.00
0.00 0.00 0.00
0.00 0.00 0.00
0.04 -0.02 0.07
0.03 0.00 0.00